## 1
{
  "formula": "C3H6N2S",
  "method": "ωB97M-V/def2-TZVPD",
  "orbital_gap_ev": 8.0,
  "e_homo_ev": -9.0,
  "charge": 0,
  "lumo_energy_ev": -1.1,
  "elements": ["C", "N", "C", "N", "C", "S", "H", "H", "H", "H", "H", "H"],
  "positions_angstrom": [[0.4174, 1.0059, 1.4956], [-0.3668, 0.9694, 0.2580], [-0.2759, -0.0067, -0.5660], [-0.9550, 0.0245, -1.7392], [0.5400, -1.2339, -0.3235], [0.4727, -2.6098, -1.1611], [0.3478, 2.0141, 1.8935], [1.4450, 0.7894, 1.3421], [0.0238, 0.3374, 2.2550], [-1.6711, 0.7239, -1.7946], [-1.1912, -0.8613, -2.2088], [1.2132, -1.1529, 0.5490]],
  "mulliken_charge": [-0.894, -0.589, 0.748, -0.460, -0.198, -0.246, 0.276, 0.336, 0.340, 0.274, 0.197, 0.214]
}



## 2
{
  "formula": "C3H6N2S",
  "method": "ωB97M-V/def2-TZVPD",
  "orbital_gap_ev": 8.9,
  "e_homo_ev": -8.9,
  "charge": 0,
  "lumo_energy_ev": 0.0,
  "elements": ["H", "N", "C", "N", "C", "C", "S", "H", "H", "H", "H", "H"],
  "positions_angstrom": [[0.2307, -1.1563, -1.4294], [-0.2112, -0.4898, -2.0446], [-0.5873, 0.5674, -1.4429], [-0.4976, 0.9858, -0.1045], [0.0320, 0.4175, 1.0169], [0.6670, -0.9478, 0.8904], [-0.0408, 1.2274, 2.4489], [-1.1191, 1.3196, -2.0617], [-0.9170, 1.9187, 0.0870], [1.4888, -0.9087, 0.2071], [1.0197, -1.2402, 1.8732], [-0.0651, -1.6936, 0.5597]],
  "mulliken_charge": [0.295, -0.675, 0.071, -0.184, 0.550, -1.398, -0.325, 0.315, 0.242, 0.403, 0.333, 0.374]
}



Here are the energies relative to the best structure, in eV: 1 0.587; 2 0.000.



## 1
{
  "formula": "C4H3FN2O",
  "method": "ωB97M-V/def2-TZVPD",
  "orbital_gap_ev": 8.5,
  "e_homo_ev": -9.4,
  "charge": 0,
  "lumo_energy_ev": -0.9,
  "elements": ["C", "C", "C", "C", "H", "H", "H", "N", "N", "O", "F"],
  "positions_angstrom": [[-1.3870, -0.3217, 0.1328], [-1.0236, 1.0257, 0.0153], [1.0503, -0.0561, -0.2140], [-0.1721, -1.1378, -0.0785], [-1.6342, 1.9911, 0.2728], [0.7150, 2.1075, 0.8827], [2.2309, -1.4414, -0.3971], [0.3998, 1.1529, -0.2503], [2.2855, -0.3529, -0.1693], [0.1413, -2.2637, 0.1214], [-2.6060, -0.7036, -0.3158]],
  "mulliken_charge": [0.311, -0.264, 0.245, 0.540, 0.325, 0.345, 0.314, -0.450, -0.609, -0.507, -0.252]
}



## 2
{
  "formula": "C4H3FN2O",
  "method": "ωB97M-V/def2-TZVPD",
  "orbital_gap_ev": 10.8,
  "e_homo_ev": -10.1,
  "charge": 0,
  "lumo_energy_ev": 0.6,
  "elements": ["O", "C", "N", "C", "C", "C", "F", "N", "H", "H", "H"],
  "positions_angstrom": [[1.6444, 0.9862, -1.7356], [0.7984, 0.5324, -0.7464], [1.3846, -0.2871, 0.0966], [0.5473, -0.8158, 0.9828], [-0.8272, -0.7158, 1.0390], [-1.2652, 0.2102, 0.0812], [-2.5691, 0.3267, -0.1067], [-0.4986, 0.8369, -0.8196], [1.1084, 1.6065, -2.2082], [1.1101, -1.4903, 1.6706], [-1.4331, -1.1898, 1.7464]],
  "mulliken_charge": [-0.455, 0.533, -0.521, 0.030, -0.543, 0.535, -0.234, -0.516, 0.363, 0.367, 0.441]
}



## 3
{
  "formula": "C4H3FN2O",
  "method": "ωB97M-V/def2-TZVPD",
  "orbital_gap_ev": 9.5,
  "e_homo_ev": -9.1,
  "charge": 0,
  "lumo_energy_ev": 0.3,
  "elements": ["H", "N", "C", "N", "C", "O", "C", "C", "F", "H", "H"],
  "positions_angstrom": [[1.9295, 2.2338, -0.2828], [1.9480, 1.1341, -0.2335], [0.7511, 0.6588, -0.1158], [-0.3498, 1.3158, 0.2960], [-1.3348, 0.6355, 0.6699], [-1.5112, -0.7356, 0.5395], [-0.5248, -1.5336, -0.0809], [0.6559, -0.8402, -0.3713], [1.7257, -1.3528, -0.9371], [-2.3268, 1.0659, 0.8638], [-0.9627, -2.5818, -0.3479]],
  "mulliken_charge": [0.290, -0.636, 0.475, -0.491, 0.104, -0.347, -0.325, 0.508, -0.241, 0.337, 0.328]
}



Here are the energies relative to the best structure, in eV: 1 4.981; 2 0.000; 3 2.443.



## 1
{
  "formula": "C5H12NO",
  "method": "ωB97M-V/def2-TZVPD",
  "orbital_gap_ev": [10.5, 4.6],
  "e_homo_ev": [-14.0, -11.1],
  "charge": 1,
  "lumo_energy_ev": [-3.5, -6.4],
  "elements": ["C", "C", "C", "C", "C", "N", "O", "H", "H", "H", "H", "H", "H", "H", "H", "H", "H", "H", "H"],
  "positions_angstrom": [[3.0011, 1.5213, -0.1968], [-0.2368, -0.2768, 0.0524], [4.3780, 1.2839, 0.1422], [-0.5763, -0.5246, 1.4490], [-5.0051, -1.4214, -0.8219], [-1.0573, -0.4081, -0.9137], [-3.8723, -1.0569, -0.9734], [2.6916, 1.5922, -1.2242], [4.5971, 0.2093, 0.0377], [5.0579, 1.7578, -0.5708], [4.6151, 1.5540, 1.1699], [0.0847, -1.2970, 1.8410], [-1.6193, -0.8281, 1.5901], [-0.3799, 0.3784, 2.0262], [-5.2687, -2.2656, -0.1688], [-5.8505, -0.9312, -1.3246], [-0.7656, -0.2195, -1.8648], [-2.0416, -0.7040, -0.8120], [2.2480, 1.6362, 0.5626]],
  "mulliken_charge": [-0.467, 0.329, -0.736, -0.807, -0.074, -0.142, -0.468, 0.320, 0.251, 0.294, 0.308, 0.308, 0.309, 0.292, 0.229, 0.236, 0.276, 0.232, 0.309]
}



## 2
{
  "formula": "C5H12NO",
  "method": "ωB97M-V/def2-TZVPD",
  "orbital_gap_ev": 9.6,
  "e_homo_ev": -14.3,
  "charge": 1,
  "lumo_energy_ev": -4.6,
  "elements": ["C", "C", "C", "C", "N", "C", "H", "H", "H", "H", "H", "H", "H", "H", "H", "H", "H", "H", "O"],
  "positions_angstrom": [[0.2421, -1.3892, 2.7541], [1.3524, -1.4753, 1.6951], [1.2401, -0.5261, 0.5325], [0.0730, -0.1570, 0.0397], [-0.0451, 0.7578, -1.0571], [0.5404, 1.8731, -1.1412], [0.4832, -2.1115, 3.5287], [-0.7705, -1.5602, 2.4063], [0.2959, -0.4266, 3.2577], [1.4890, -2.4993, 1.3458], [2.2637, -1.2311, 2.2257], [2.2020, -0.2848, 0.1036], [-0.8687, -0.4865, 0.4411], [-0.7309, 0.5473, -1.7965], [1.2512, 2.2212, -0.4128], [0.4225, 2.5281, -1.9880], [-3.1320, 1.4357, -1.9409], [-2.8386, 0.6794, -3.2527], [-2.4947, 0.8497, -2.3682]],
  "mulliken_charge": [-1.182, -0.520, -0.153, -0.325, 0.089, -0.228, 0.358, 0.347, 0.319, 0.319, 0.343, 0.374, 0.328, 0.357, 0.323, 0.264, 0.301, 0.317, -0.631]
}



Here are the energies relative to the best structure, in eV: 1 4.145; 2 0.000.



## 1
{
  "formula": "C6H12Br6",
  "method": "ωB97M-V/def2-TZVPD",
  "orbital_gap_ev": 10.6,
  "e_homo_ev": -10.2,
  "charge": 0,
  "lumo_energy_ev": 0.4,
  "elements": ["Br", "C", "C", "Br", "H", "H", "H", "H", "Br", "C", "C", "Br", "H", "H", "H", "H", "Br", "C", "C", "Br", "H", "H", "H", "H"],
  "positions_angstrom": [[0.3305, -0.0702, 4.1369], [-1.2690, 0.8973, 4.7559], [-1.9577, 1.5906, 3.5819], [-0.7920, 2.8893, 2.6754], [-1.0468, 1.5848, 5.5660], [-1.9238, 0.1246, 5.1527], [-2.8182, 2.1538, 3.9389], [-2.3333, 0.8542, 2.8758], [0.9257, -2.3644, 0.6844], [-0.4545, -1.0074, 0.6714], [-1.5265, -1.4414, -0.3073], [-2.9727, -0.0863, -0.4000], [0.0223, -0.0804, 0.3698], [-0.8628, -0.9129, 1.6697], [-2.0491, -2.3070, 0.0940], [-1.1764, -1.6957, -1.2996], [0.9541, -1.4392, -3.3448], [2.0734, -0.5483, -4.6489], [2.8931, 0.4896, -3.9091], [3.8829, 1.5984, -5.1662], [1.4568, -0.1195, -5.4316], [2.7475, -1.2875, -5.0711], [3.5804, -0.0344, -3.2499], [2.3161, 1.2120, -3.3443]],
  "mulliken_charge": [-0.124, -0.583, -0.583, -0.109, 0.393, 0.343, 0.410, 0.272, -0.132, -0.385, -0.460, -0.183, 0.361, 0.180, 0.381, 0.185, -0.131, -0.510, -0.658, -0.155, 0.390, 0.344, 0.380, 0.373]
}



## 2
{
  "formula": "C6H12Br6",
  "method": "ωB97M-V/def2-TZVPD",
  "orbital_gap_ev": 10.7,
  "e_homo_ev": -10.5,
  "charge": 0,
  "lumo_energy_ev": 0.2,
  "elements": ["Br", "C", "C", "Br", "H", "H", "H", "H", "Br", "C", "C", "Br", "H", "H", "H", "H", "Br", "C", "C", "Br", "H", "H", "H", "H"],
  "positions_angstrom": [[-13.8148, -7.6421, -24.6898], [-15.2891, -7.7317, -23.2767], [-16.5999, -8.2016, -23.9403], [-17.9573, -8.5715, -22.5507], [-15.2373, -6.7894, -22.7312], [-14.9377, -8.4760, -22.5621], [-16.3284, -9.1466, -24.4108], [-17.0602, -7.4911, -24.6269], [-6.1674, -5.3334, -22.4242], [-7.8618, -4.4736, -23.1773], [-8.8212, -3.8736, -22.1101], [-10.3618, -2.8112, -22.8524], [-8.3383, -5.2578, -23.7655], [-7.5527, -3.6880, -23.8668], [-8.2769, -3.3530, -21.3221], [-9.2326, -4.7063, -21.5395], [-1.5332, -11.1092, -27.7248], [-3.2850, -10.1533, -27.4753], [-3.6786, -9.2445, -28.6723], [-5.5157, -8.5229, -28.1821], [-3.2279, -9.5179, -26.5915], [-4.0862, -10.8688, -27.2908], [-3.5977, -9.8606, -29.5678], [-2.9856, -8.4159, -28.8181]],
  "mulliken_charge": [-0.172, -0.632, -0.504, -0.159, 0.398, 0.360, 0.347, 0.363, -0.161, -0.568, -0.594, -0.151, 0.357, 0.362, 0.394, 0.360, -0.172, -0.682, -0.542, -0.165, 0.394, 0.402, 0.385, 0.379]
}



Here are the energies relative to the best structure, in eV: 1 0.000; 2 0.871.